{"formula": "C3H8O2Si", "method": "ωB97M-V with the def2-TZVPD basis set", "symbols": ["C", "C", "C", "O", "O", "Si", "H", "H", "H", "H", "H", "H", "H", "H"], "positions_angstrom": [[1.820, -1.295, -0.261], [1.068, -0.881, 0.737], [0.095, 0.849, 0.698], [-2.047, -0.646, -0.415], [-2.414, 2.029, 0.182], [-1.440, 0.856, -0.410], [2.516, -1.993, -0.121], [1.753, -0.981, -1.261], [1.143, -1.131, 1.761], [0.975, 1.550, 0.411], [-0.154, 1.095, 1.715], [-1.546, -1.422, -0.688], [-3.252, 2.137, 0.659], [-1.023, 1.163, -1.733]], "atomic_forces_ev_per_a": [[-2.545, 1.838, 0.431], [-1.852, 4.716, -0.582], [2.990, -2.076, -1.287], [-0.952, -0.693, 0.075], [-0.592, 0.063, 0.008], [1.329, 0.039, 1.529], [2.610, -3.065, 0.770], [-0.285, 0.883, -1.092], [0.172, -0.672, 0.725], [-1.617, -1.151, 0.254], [-0.039, -0.282, 0.602], [0.002, 0.415, 0.142], [0.726, -0.537, -0.478], [0.052, 0.521, -1.100]], "mulliken_charge": [-0.57, -0.37, -0.67, -0.48, -0.46, 0.45, 0.35, 0.26, 0.32, 0.31, 0.33, 0.34, 0.33, -0.14], "lumo_energy_ev": 0.725, "de_lowest_kcal_mol": 49.8, "max_force_ev_per_a": 5.1, "e_tot_ev": -15213.1038, "orbital_gap_ev": 10.4}

{"formula": "C3H8O3", "method": "ωB97M-V with the def2-TZVPD basis set", "symbols": ["C", "C", "C", "O", "O", "H", "H", "H", "H", "H", "H", "O", "H", "H"], "positions_angstrom": [[-0.041, -1.021, -1.375], [-0.700, -0.994, 0.094], [0.204, -0.458, 1.154], [1.010, 0.484, 0.985], [0.087, -1.098, 2.311], [-0.517, -1.803, -1.991], [1.027, -1.269, -1.256], [-0.121, -0.058, -1.907], [-1.615, -0.371, 0.124], [-0.981, -2.019, 0.401], [-0.596, -1.823, 2.338], [1.120, 3.624, -0.319], [0.834, 2.787, 0.112], [0.290, 4.018, -0.672]], "atomic_forces_ev_per_a": [[-0.338, -0.044, 1.211], [-0.040, -0.237, -1.740], [1.960, 2.307, -1.303], [-2.369, -2.708, 0.861], [-0.271, -0.632, 1.397], [0.122, 0.362, 0.331], [-0.450, 0.135, -0.160], [0.018, -0.391, 0.454], [0.319, -0.333, -0.173], [-0.024, 0.421, -0.448], [1.021, 1.237, -0.458], [-1.229, -0.334, -0.006], [0.372, 0.664, -0.377], [0.908, -0.449, 0.411]], "mulliken_charge": [-1.01, -0.36, 0.63, -0.58, -0.48, 0.33, 0.29, 0.27, 0.27, 0.30, 0.35, -0.64, 0.34, 0.31], "lumo_energy_ev": 0.338, "smiles": "CCC(=O)O.O", "de_lowest_kcal_mol": 14.3, "max_force_ev_per_a": 3.7, "e_tot_ev": -9383.1810, "orbital_gap_ev": 11.0}

{"formula": "C3H8O3", "method": "ωB97M-V with the def2-TZVPD basis set", "symbols": ["O", "C", "C", "O", "C", "O", "H", "H", "H", "H", "H", "H", "H", "H"], "positions_angstrom": [[-1.378, -0.998, -0.375], [-1.214, -0.050, 0.687], [0.015, 0.851, 0.418], [-0.088, 1.328, -0.907], [1.289, 0.044, 0.600], [1.316, -1.033, -0.347], [-0.566, -1.537, -0.319], [-1.080, -0.504, 1.712], [-2.100, 0.559, 0.688], [-0.003, 1.711, 1.107], [-0.625, 0.596, -1.275], [2.193, 0.714, 0.499], [1.376, -0.354, 1.599], [1.461, -0.623, -1.208]], "atomic_forces_ev_per_a": [[0.353, 0.065, 0.856], [0.664, -0.062, 0.775], [-0.415, -0.135, 0.610], [-0.233, -0.658, -0.111], [1.078, 1.065, -0.469], [0.480, 0.175, 0.426], [-0.315, 0.080, -0.390], [-0.313, 0.087, -1.020], [-0.446, 0.225, 0.068], [0.067, -0.273, -0.095], [0.161, 0.550, -0.648], [-0.803, -0.618, -0.238], [-0.238, -0.443, 0.261], [-0.042, -0.057, -0.026]], "mulliken_charge": [-0.59, -0.58, 0.04, -0.59, -0.60, -0.57, 0.39, 0.31, 0.36, 0.40, 0.45, 0.27, 0.38, 0.33], "lumo_energy_ev": 0.799, "smiles": "OCC(O)CO", "de_lowest_kcal_mol": 28.9, "max_force_ev_per_a": 1.6, "e_tot_ev": -9382.5483, "orbital_gap_ev": 10.9}

{"formula": "C3H8O3", "method": "ωB97M-V with the def2-TZVPD basis set", "symbols": ["C", "C", "C", "O", "O", "H", "H", "H", "H", "H", "H", "O", "H", "H"], "positions_angstrom": [[0.441, 1.655, 1.004], [0.493, 0.243, 0.428], [-0.832, -0.495, 0.418], [-1.088, -1.402, -0.315], [-1.720, -0.135, 1.394], [1.472, 2.028, 0.997], [-0.177, 2.291, 0.371], [0.065, 1.774, 2.010], [1.227, -0.418, 0.871], [0.717, 0.333, -0.640], [-2.334, 0.571, 1.181], [0.902, -2.179, -2.346], [0.063, -1.751, -2.137], [0.769, -2.516, -3.237]], "atomic_forces_ev_per_a": [[0.690, 0.012, -0.200], [-1.090, 0.345, -0.605], [0.005, 0.077, 0.200], [-0.007, -0.045, -0.351], [-0.058, -0.108, 0.628], [-0.291, 0.247, -0.048], [0.112, 0.095, -0.112], [-0.080, -0.433, 0.325], [0.216, -0.029, 0.205], [0.408, -0.185, 0.155], [0.046, 0.095, -0.276], [-0.094, 0.112, -0.311], [0.003, -0.138, 0.381], [0.142, -0.045, 0.009]], "mulliken_charge": [-1.26, -0.06, 0.43, -0.52, -0.50, 0.36, 0.33, 0.33, 0.31, 0.25, 0.33, -0.61, 0.32, 0.30], "lumo_energy_ev": 0.559, "smiles": "CCC(=O)O.O", "de_lowest_kcal_mol": 15.3, "max_force_ev_per_a": 1.3, "e_tot_ev": -9383.1366, "orbital_gap_ev": 11.2}

{"formula": "C3H8O3", "method": "ωB97M-V with the def2-TZVPD basis set", "symbols": ["C", "O", "C", "C", "O", "H", "H", "H", "H", "H", "H", "O", "H", "H"], "positions_angstrom": [[1.781, 0.841, 1.260], [1.159, 0.398, 0.095], [-0.152, 0.779, -0.111], [-0.585, 0.310, -1.470], [-0.839, 1.498, 0.602], [2.844, 0.802, 0.968], [1.652, 0.268, 2.193], [1.507, 1.892, 1.452], [-1.387, 1.026, -1.718], [-1.025, -0.699, -1.395], [0.153, 0.311, -2.289], [-1.521, -2.672, -0.162], [-2.264, -2.030, -0.226], [-1.323, -2.725, 0.800]], "atomic_forces_ev_per_a": [[1.564, 1.296, 0.616], [-2.283, -0.311, -0.072], [0.513, 0.889, -0.192], [-1.199, 0.236, -0.402], [1.603, -1.523, -0.547], [-0.277, 0.111, 0.557], [-0.416, -0.150, -0.653], [0.089, -0.404, 0.079], [0.180, -0.497, -0.213], [0.324, 0.396, -0.054], [-0.004, 0.012, 0.799], [-0.552, 0.598, 0.893], [0.702, -0.736, 0.200], [-0.245, 0.084, -1.009]], "mulliken_charge": [-0.66, -0.28, 0.77, -0.84, -0.56, 0.24, 0.26, 0.31, 0.30, 0.14, 0.30, -0.66, 0.35, 0.32], "lumo_energy_ev": 0.662, "smiles": "COC(C)=O.O", "de_lowest_kcal_mol": 19.5, "max_force_ev_per_a": 2.3, "e_tot_ev": -9382.9574, "orbital_gap_ev": 11.3}

{"formula": "C3H8O3", "method": "ωB97M-V with the def2-TZVPD basis set", "symbols": ["C", "C", "C", "O", "O", "O", "H", "H", "H", "H", "H", "H", "H", "H"], "positions_angstrom": [[-0.634, 0.581, -0.610], [0.002, -0.165, -1.688], [0.467, -0.452, 1.986], [0.469, -0.344, 0.592], [-1.930, 0.295, -0.403], [1.152, 0.456, -2.214], [-2.244, 0.709, 0.411], [1.858, 0.330, -1.567], [-0.289, 1.586, -0.367], [-0.676, -0.485, -2.476], [0.359, -1.004, -0.915], [-0.479, -0.177, 2.480], [0.694, -1.480, 2.307], [1.249, 0.151, 2.465]], "atomic_forces_ev_per_a": [[0.587, -0.220, 2.170], [1.167, -1.863, 0.907], [0.061, 0.291, 0.574], [-0.984, 0.865, -0.356], [0.427, -0.062, 0.172], [-0.011, 0.288, -0.121], [0.022, 0.062, -0.114], [-0.107, 0.015, -0.085], [-0.110, -0.139, -0.011], [0.067, 0.069, 0.067], [-0.816, 0.447, -2.459], [-0.071, -0.024, -0.261], [-0.225, 0.010, -0.355], [-0.007, 0.260, -0.128]], "mulliken_charge": [0.34, -0.60, -0.71, -0.49, -0.46, -0.53, 0.37, 0.35, 0.34, 0.37, 0.31, 0.23, 0.24, 0.25], "lumo_energy_ev": 0.523, "de_lowest_kcal_mol": 85.1, "max_force_ev_per_a": 2.6, "e_tot_ev": -9380.1134, "orbital_gap_ev": 9.8}

{"formula": "C3H8O3Rh", "method": "ωB97M-V with the def2-TZVPD basis set", "symbols": ["O", "C", "C", "O", "Rh", "H", "H", "H", "H", "O", "H", "C", "H", "H", "H"], "positions_angstrom": [[1.843, 0.278, 0.489], [1.158, -0.959, 0.490], [-0.373, -0.437, 0.529], [0.370, 0.722, 2.714], [2.144, 1.050, 2.191], [1.288, -1.689, 1.296], [1.378, -1.481, -0.449], [-0.998, -1.333, 0.383], [-1.078, 0.347, 0.844], [-0.181, 0.387, -1.007], [1.188, 0.801, -0.467], [-1.430, 0.555, -1.632], [-1.922, -0.422, -1.753], [-2.102, 1.169, -1.011], [-1.285, 1.013, -2.618]], "atomic_forces_ev_per_a": [[-1.424, 0.057, -6.838], [-2.648, 1.368, 0.530], [0.525, -2.193, -2.825], [1.387, 0.427, 0.165], [-0.668, 1.651, 4.267], [0.547, 0.606, 0.328], [-0.534, 0.001, 0.025], [-0.094, 0.272, -0.492], [1.400, 0.124, 1.265], [-2.255, -1.206, 0.898], [2.944, -1.452, 3.309], [0.895, 0.384, -1.663], [-0.041, -0.203, 0.346], [-0.046, 0.065, 0.307], [0.013, 0.099, 0.379]], "lowdin_spin": [0.15, 0.02, 0.01, 1.42, 2.40, 0.00, 0.00, 0.01, 0.01, 0.72, 0.00, 0.13, 0.05, 0.06, 0.00], "multiplicity": 6, "lumo_energy_ev": [-8.663, -13.694], "de_lowest_kcal_mol": 74.0, "max_force_ev_per_a": 7.0, "e_tot_ev": -12361.2696, "orbital_gap_ev": [9.4, 5.7], "charge": 2}

{"formula": "C3H8O3S", "method": "ωB97M-V with the def2-TZVPD basis set", "symbols": ["O", "C", "O", "C", "C", "S", "H", "H", "H", "H", "H", "H", "O", "H", "H"], "positions_angstrom": [[0.703, 1.615, -3.066], [0.213, 1.490, -1.984], [0.250, 2.438, -0.994], [-0.458, 0.225, -1.540], [0.189, -0.438, -0.296], [-0.776, -1.805, 0.396], [0.850, 3.076, -1.417], [-1.512, 0.332, -1.219], [-0.655, -0.429, -2.397], [0.190, 0.363, 0.438], [1.200, -0.762, -0.546], [-1.512, -0.878, 1.028], [0.471, -1.348, 3.947], [1.158, -2.009, 3.918], [-0.313, -1.869, 3.732]], "atomic_forces_ev_per_a": [[0.339, 0.662, -0.192], [-0.744, -0.889, 0.977], [0.615, -0.343, -1.370], [-1.813, -1.148, 0.454], [0.305, 0.627, -1.132], [-0.045, 0.520, -0.034], [-0.161, 0.489, 0.496], [0.377, 0.955, -0.039], [0.948, -0.087, 0.056], [0.542, -0.238, 0.275], [-0.037, -0.045, 0.336], [-0.346, -0.536, 0.187], [-0.440, -0.047, 0.007], [0.500, -0.154, 0.009], [-0.042, 0.234, -0.031]], "mulliken_charge": [-0.51, 0.50, -0.44, -0.45, -0.66, -0.22, 0.33, 0.31, 0.32, 0.32, 0.36, 0.13, -0.62, 0.31, 0.31], "lumo_energy_ev": 0.582, "smiles": "O=C(O)CCS.O", "de_lowest_kcal_mol": 11.6, "max_force_ev_per_a": 2.2, "e_tot_ev": -20218.4490, "orbital_gap_ev": 10.0}

{"formula": "C3H8O3S", "method": "ωB97M-V with the def2-TZVPD basis set", "symbols": ["O", "C", "O", "C", "C", "S", "H", "H", "H", "H", "H", "H", "O", "H", "H"], "positions_angstrom": [[0.171, -1.957, -0.767], [1.008, -1.156, -0.462], [2.328, -1.469, -0.194], [0.724, 0.382, -0.315], [1.541, 1.246, -1.248], [0.750, 2.924, -1.585], [2.352, -2.469, -0.237], [0.961, 0.431, 0.809], [-0.461, 0.497, -0.344], [2.564, 1.370, -0.784], [1.748, 0.690, -2.242], [1.061, 3.713, -0.559], [-5.129, -1.367, 2.290], [-4.155, -1.285, 2.414], [-5.461, -1.550, 3.224]], "atomic_forces_ev_per_a": [[0.459, -0.282, 0.247], [0.076, 1.393, -0.488], [-1.296, -1.297, -0.229], [-2.161, -2.165, 2.137], [1.450, 0.266, -0.048], [0.087, -1.135, -0.902], [0.132, 1.387, -0.010], [-0.067, 0.935, -1.499], [2.686, -0.147, -0.426], [-1.073, 0.132, -0.656], [-0.723, 1.321, 1.381], [0.433, -0.405, 0.496], [0.458, -0.266, 2.060], [-1.076, -0.094, -0.196], [0.616, 0.358, -1.867]], "mulliken_charge": [-0.52, 0.41, -0.44, -0.27, -0.58, -0.23, 0.35, 0.25, 0.28, 0.31, 0.32, 0.13, -0.65, 0.32, 0.33], "lumo_energy_ev": 0.526, "smiles": "O=C(O)CCS.O", "de_lowest_kcal_mol": 23.4, "max_force_ev_per_a": 3.7, "e_tot_ev": -20217.9341, "orbital_gap_ev": 10.0}

{"formula": "C3H8O4", "method": "ωB97M-V with the def2-TZVPD basis set", "symbols": ["O", "C", "O", "C", "C", "O", "H", "H", "H", "H", "H", "H", "O", "H", "H"], "positions_angstrom": [[0.049, 0.553, 1.864], [0.222, -0.598, 1.448], [-0.161, -1.750, 2.143], [1.176, -0.929, 0.220], [2.483, 0.034, 0.125], [2.120, 1.391, 0.278], [0.084, -1.440, 3.000], [0.390, -0.652, -0.550], [1.603, -1.966, 0.164], [3.177, -0.013, -0.711], [3.004, -0.362, 1.059], [1.096, 1.496, 0.435], [-4.796, 0.977, -4.756], [-5.529, 1.627, -4.739], [-4.811, 0.907, -5.649]], "atomic_forces_ev_per_a": [[-0.363, -3.108, -0.989], [2.640, 0.853, 0.507], [0.380, 1.521, -1.778], [-0.575, 1.270, -0.975], [-2.074, -0.531, 2.828], [-2.325, 0.520, 0.000], [-0.440, -0.092, 1.900], [1.339, -0.809, -0.224], [-1.275, 0.787, 0.147], [-0.503, -0.721, -0.328], [0.071, 0.863, -0.965], [3.123, -0.552, -0.125], [-1.241, 1.420, 3.513], [0.437, -0.286, 1.067], [0.806, -1.135, -4.579]], "mulliken_charge": [-0.56, 0.68, -0.43, -0.71, -0.24, -0.53, 0.34, 0.31, 0.29, 0.32, 0.20, 0.34, -0.61, 0.32, 0.29], "lumo_energy_ev": 0.653, "smiles": "O=C(O)CCO.O", "de_lowest_kcal_mol": 50.7, "max_force_ev_per_a": 4.8, "e_tot_ev": -11429.0699, "orbital_gap_ev": 10.6}

{"formula": "C3H8O4", "method": "ωB97M-V with the def2-TZVPD basis set", "symbols": ["O", "C", "O", "C", "C", "O", "H", "H", "H", "H", "H", "H", "O", "H", "H"], "positions_angstrom": [[0.436, -0.684, 1.368], [-0.346, -0.003, 2.016], [-0.143, 0.319, 3.338], [-1.336, 1.031, 1.489], [-2.145, 0.486, 0.230], [-1.471, 0.073, -1.039], [0.551, 1.036, 3.418], [-0.906, 1.898, 1.081], [-2.122, 1.214, 2.174], [-2.689, 1.342, -0.077], [-2.727, -0.360, 0.495], [-0.965, -0.789, -0.850], [4.868, -1.672, -4.454], [4.101, -1.782, -3.939], [4.894, -2.111, -5.251]], "atomic_forces_ev_per_a": [[-2.307, 0.590, 1.349], [2.743, 2.209, -1.260], [1.154, 0.178, 0.935], [-1.347, -3.932, -3.123], [2.077, -0.318, -1.050], [0.909, -1.066, 2.225], [-0.977, -1.372, -0.217], [1.270, 1.219, 0.251], [-0.390, 0.501, 0.984], [-1.121, 0.442, -0.378], [-0.986, -0.476, 0.538], [-1.024, 2.022, -0.257], [2.107, 2.266, 2.054], [-1.517, -0.604, 0.329], [-0.590, -1.660, -2.381]], "mulliken_charge": [-0.49, 0.45, -0.50, -0.28, -0.69, -0.53, 0.35, 0.34, 0.31, 0.34, 0.40, 0.31, -0.62, 0.31, 0.31], "lumo_energy_ev": 0.185, "smiles": "O=C(O)CCO.O", "de_lowest_kcal_mol": 48.4, "max_force_ev_per_a": 5.2, "e_tot_ev": -11429.1704, "orbital_gap_ev": 10.5}

{"formula": "C3H8O4", "method": "ωB97M-V with the def2-TZVPD basis set", "symbols": ["C", "C", "O", "O", "H", "H", "H", "H", "O", "C", "O", "H", "H", "H", "H"], "positions_angstrom": [[2.249, -0.426, -0.364], [1.139, 0.271, 0.369], [0.658, -0.120, 1.419], [0.914, 1.494, -0.107], [3.200, 0.001, -0.054], [2.245, -1.482, -0.117], [2.142, -0.261, -1.431], [0.124, 1.893, 0.308], [-1.893, 0.961, -0.405], [-1.798, -0.436, -0.321], [-1.860, -0.880, 0.974], [-2.750, 1.246, -0.052], [-2.598, -0.929, -0.888], [-0.783, -0.659, -0.751], [-0.988, -0.672, 1.420]], "atomic_forces_ev_per_a": [[-0.402, -0.105, -0.164], [0.963, 0.594, 1.389], [0.024, -0.121, -0.659], [-0.338, 0.092, -0.451], [0.004, 0.120, 0.092], [-0.025, -0.048, -0.035], [0.061, -0.090, -0.127], [0.171, -0.382, -0.023], [-0.327, 0.802, -0.113], [1.025, -0.320, -0.251], [0.508, -0.228, 1.024], [0.231, -0.219, -0.059], [0.223, 0.070, 0.046], [-0.984, 0.013, -0.072], [-1.134, -0.179, -0.598]], "mulliken_charge": [-1.13, 0.79, -0.69, -0.41, 0.34, 0.32, 0.33, 0.39, -0.49, -0.18, -0.56, 0.30, 0.29, 0.19, 0.50], "lumo_energy_ev": 0.758, "smiles": "CC(=O)O.OCO", "de_lowest_kcal_mol": 8.2, "max_force_ev_per_a": 1.8, "e_tot_ev": -11430.9125, "orbital_gap_ev": 11.4}